(1)
This record from the OMol25 dataset describes a structure of composition C23H26F3NO3. The level of theory is ωB97M-V with the def2-TZVPD basis set.

Computed properties:
E, hartree: -1471.4344
HOMO energy, eV: -8.4
Max |F|, hartree/bohr: 0.313
Charge: 0
LUMO, eV: -0.77

Element x y z (Å)
F 0.430420 -0.294344 -5.470383
F 0.508182 -1.964118 -4.019054
F -1.486725 -1.358563 -4.827104
O 3.626956 -0.706588 -1.284773
O -3.901250 1.830128 -1.445172
O 3.250032 1.430124 2.357184
N -1.691224 -0.490153 2.231609
C 3.835499 -1.708751 -2.399808
C 2.338991 -1.003802 -0.436773
C 1.985353 -0.256859 0.596804
C 3.984428 0.633552 2.979930
C -2.734187 -0.204564 2.841391
C -3.899604 1.336105 1.460917
C -0.569186 0.278030 -3.430075
C -0.924940 -1.530353 2.172011
C -0.390100 -0.800924 -4.508073
C 0.533772 -2.460124 0.282907
C -0.560549 2.207332 -1.340161
C -2.549368 1.320928 0.498242
C -1.544591 1.118697 -1.584941
C 1.089306 -0.321006 1.406565
C 0.669956 2.046159 -2.146211
C -2.810537 1.518596 -0.849377
C 0.242138 -1.301758 1.191664
C 1.592147 -2.217071 -0.638303
C 0.863953 0.945556 -2.951520
C -2.086600 -0.123344 0.700379
C -3.390940 1.023097 2.828180
C 3.038356 1.042251 0.868719
C -1.602984 0.452801 -2.617589
H -3.732436 -1.151740 2.594066
H -0.485320 2.804220 -0.510883
H -0.261409 -3.111857 0.104432
H 1.728274 -2.683383 -1.515869
H -4.519938 1.148015 3.564930
H 0.994667 0.263142 2.350803
H 3.819301 -2.643352 -1.999743
H -1.306748 -0.458188 0.030381
H 2.590111 2.046694 0.338868
H -2.557608 -0.577125 3.879558
H 3.445660 -0.309864 3.040288
H 4.659807 -1.108111 -2.819343
H -0.475679 -1.647055 3.180098
H 4.048538 0.764527 0.591419
H 3.964116 0.974768 4.087493
H -2.101123 1.953538 1.023357
H 2.860671 -1.815888 -3.049274
H 5.118099 0.646727 2.597950
H -1.423794 -2.589152 2.035987
H -2.890986 -1.056463 0.488810
H -4.843395 0.723682 1.124656
H -2.401810 0.139289 -2.986404
H -4.461326 2.366942 1.540533
H 1.689023 0.849728 -3.538734
H -2.789739 1.617412 3.212649
H 1.486341 2.412461 -1.833213

Force components x, y, z for each atom (eV/Å):
F -1.7 -0.8 -0.1
F -2.1 2.4 -0.6
F -1.2 -0.7 -1.6
O -4.0 -1.6 1.5
O 4.2 -1.2 2.5
O -5.7 5.1 -7.1
N 2.6 6.6 -10.7
C -3.1 4.7 -0.2
C 2.2 -3.8 -4.1
C 13.3 7.5 -5.0
C 4.8 -3.5 5.1
C -8.1 -7.6 8.4
C -2.2 2.5 -1.6
C 8.6 -0.2 0.1
C 3.9 -6.1 1.4
C 4.2 0.5 2.9
C 1.2 5.6 0.0
C 1.7 -5.9 -4.1
C -8.2 -6.6 2.1
C 0.2 11.8 8.6
C -7.6 0.5 8.5
C -6.7 -4.1 0.2
C -3.3 0.5 -5.6
C -2.9 -7.9 0.2
C -0.7 3.3 3.4
C -8.1 0.0 -1.2
C -0.5 -3.5 1.1
C -10.2 -2.0 -1.5
C -1.4 1.2 1.0
C 4.8 -3.2 -6.2
H 1.9 1.8 0.2
H -0.5 1.5 1.8
H -0.7 -1.4 -0.1
H 0.4 -2.4 -2.6
H 3.8 -1.0 -1.8
H 0.1 0.1 -1.1
H 1.6 -2.8 1.2
H 0.5 0.6 0.2
H 1.4 -2.6 1.4
H -0.3 0.6 0.2
H 1.0 -1.3 -0.1
H -0.1 -1.7 -0.6
H 0.1 -0.3 -0.1
H 0.0 0.2 -0.7
H 0.6 -0.4 -1.4
H 5.0 5.4 3.6
H 1.9 1.1 0.6
H -2.0 -0.7 0.8
H 0.3 1.6 -0.3
H 1.2 2.9 0.4
H 2.4 0.3 0.4
H -7.5 -3.2 -2.3
H 1.6 -1.4 -0.6
H 2.4 -0.8 -1.2
H 5.3 6.6 3.2
H 5.8 3.9 2.1

---

(2)
This record from the OMol25 dataset describes a cluster of 10 separate species, C24H38ClN11O7P2S in total. The level of theory is ωB97M-V with the def2-TZVPD basis set.

Computed properties:
E, hartree: -3607.3800
HOMO energy, eV: -8.9
Max |F|, hartree/bohr: 0.108
Charge: 0
LUMO, eV: -0.01

Element x y z (Å)
Cl -2.129000 -3.292371 0.888684
S 1.349854 1.894414 -0.513345
P 0.094734 -1.443585 -2.184157
P -0.314733 0.938438 -0.083888
O -3.820953 -3.096417 -1.189673
O 1.660678 -1.497745 -1.493083
O -0.543085 -2.818493 -1.945279
O 0.098064 -0.118506 1.213029
O 0.359831 -1.341506 -3.880026
O -1.427054 2.087619 0.545070
O -2.275164 1.362183 -4.795958
N -0.563501 2.078477 3.272005
N -1.955668 -2.878945 -5.791702
N -3.297975 6.629973 6.002543
N 4.468009 3.756616 -2.194697
N 5.452633 -6.474896 2.673031
N -3.884519 2.977368 -1.010974
N 3.467378 -1.610843 1.476491
N 7.255236 6.877890 0.242401
N -0.839769 0.941197 -2.848089
N -4.383005 -8.075395 1.616604
N -4.425587 -0.381344 -3.284996
C 5.210227 -6.199904 3.795805
C -0.454983 3.147696 3.762214
C -2.960769 -0.397178 -2.999367
C 3.322964 -2.773113 1.319539
C -3.726362 5.579282 6.330298
C -4.035097 -7.385182 0.723585
C -3.670347 4.109973 -0.760280
C -3.198548 -2.413020 -0.346707
C 5.795908 2.784476 -0.079258
C -3.396799 5.548644 -0.442003
C -4.268913 4.244397 6.745426
C 7.468865 6.738277 -2.429048
C -2.034874 0.735970 -3.726162
C -3.593039 -6.508931 -0.410065
C 4.902626 -5.850480 5.220818
C -0.317165 4.503425 4.384804
C 7.348698 6.815372 -0.933251
C 5.053206 3.328022 -1.262420
C -1.526070 -3.968898 -5.942517
C 3.138316 -4.246943 1.118687
C -0.981002 -5.351792 -6.133539
C -3.208476 -0.821238 -0.265112
C -0.933006 0.038687 -1.629080
C -2.526617 -0.066147 -1.494989
H -2.890657 1.025015 -1.355108
H 3.287215 -4.500017 0.067827
H -2.585157 -1.391142 -3.435024
H 7.717772 7.721273 -2.832047
H -4.118888 6.185828 -0.954995
H 3.860877 -4.798217 1.723683
H 0.058722 -5.298664 -6.460139
H -5.230417 4.067786 6.260789
H -1.031746 -5.903259 -5.193371
H -2.821925 -0.478993 0.767778
H -4.405411 4.219830 7.827674
H -3.573549 3.454707 6.455870
H 4.752050 -4.773744 5.314475
H 5.731135 -6.151805 5.863674
H -4.094574 -6.811405 -1.330727
H 3.996367 -6.366434 5.541932
H 6.523904 6.404600 -2.861521
H -0.525355 -0.894047 1.231950
H -3.841713 -5.468893 -0.194856
H -3.477764 5.712468 0.633771
H 0.168265 4.417547 5.358331
H -4.323824 -0.508821 -0.272087
H -4.850113 -0.971102 -2.538490
H -4.560915 -0.888585 -4.180917
H -1.254262 2.051847 1.529171
H 6.228888 3.605183 0.495586
H -1.565469 -5.879744 -6.888741
H 5.113570 2.221701 0.560304
H -0.620951 1.933133 -2.630529
H -2.513994 -6.595546 -0.547487
H 6.596220 2.123304 -0.415391
H 1.716311 -0.929729 -0.687608
H -0.195252 -2.049772 -4.317829
H 8.254075 6.031982 -2.703178
H -1.302911 4.953535 4.516829
H 2.129349 -4.538624 1.415207
H -2.390409 5.815636 -0.768620
H 0.285390 5.147642 3.742441

Force components x, y, z for each atom (eV/Å):
Cl -0.8 1.0 -0.8
S -1.1 -0.7 0.0
P 1.6 -4.9 -1.2
P 2.5 2.2 2.1
O 2.6 3.1 3.8
O -3.1 1.3 -1.0
O 0.5 3.2 0.0
O -2.3 0.2 -2.7
O -0.8 -0.2 2.8
O 1.3 -3.1 -0.5
O 1.3 -2.6 4.7
N 0.2 3.6 1.7
N 1.4 -3.5 -0.4
N -1.3 -3.4 1.0
N 2.0 -1.3 3.0
N -0.8 0.9 3.7
N 0.6 3.7 0.8
N -0.5 -3.8 -0.5
N 0.3 -0.2 -3.8
N -1.8 0.3 -0.2
N 1.1 2.2 -2.9
N 0.8 -0.3 0.5
C 0.6 -0.6 -2.4
C -0.2 -2.3 -1.0
C 1.0 -0.3 -0.8
C 0.3 2.6 0.3
C 0.9 2.3 -0.7
C -0.8 -1.5 2.0
C -0.5 -2.5 -0.6
C -1.7 -1.7 -3.2
C -0.5 0.3 -0.7
C -0.2 -0.9 -0.2
C 0.3 0.8 -0.2
C -0.1 0.1 0.9
C -0.9 1.6 -1.7
C -0.3 -0.5 0.7
C 0.2 -0.2 -0.9
C -0.1 -0.8 -0.4
C -0.2 0.1 2.5
C -1.3 0.9 -2.0
C -0.9 2.4 0.4
C 0.1 0.9 0.2
C -0.3 0.8 0.1
C -0.6 -0.5 0.3
C -1.6 1.5 -0.4
C -0.8 -0.2 -0.4
H 0.8 -1.6 -0.1
H 0.0 0.1 0.1
H 0.2 1.1 1.2
H 0.0 -0.1 0.1
H 0.0 -0.1 0.0
H 0.0 0.1 -0.1
H -0.1 0.1 0.0
H 0.1 0.1 0.0
H 0.0 0.1 -0.1
H -0.4 -0.5 -1.8
H 0.0 0.1 -0.1
H 0.0 0.1 0.0
H 0.0 -0.1 -0.1
H -0.1 0.0 -0.1
H 0.0 0.0 0.1
H 0.1 0.0 -0.1
H 0.1 0.0 0.1
H 0.7 0.7 0.2
H 0.0 -0.1 0.0
H 0.0 -0.1 -0.1
H 0.0 -0.1 -0.1
H 1.7 -0.6 -0.1
H 0.3 0.5 -1.0
H 0.0 0.5 0.9
H -0.1 0.1 -0.7
H -0.1 0.0 -0.1
H 0.0 0.1 0.1
H 0.0 0.0 -0.1
H 0.1 -0.9 -0.5
H -0.1 0.0 0.1
H -0.1 0.1 0.0
H 0.2 -0.2 -0.6
H 0.6 0.9 0.9
H -0.1 0.1 0.1
H 0.1 -0.1 0.0
H 0.1 0.1 0.0
H -0.1 -0.1 0.0
H 0.0 -0.1 0.0

---

(3)
This record from the OMol25 dataset describes a cluster of 2 separate species, HN2O2S in total. The level of theory is ωB97M-V with the def2-TZVPD basis set.

Computed properties:
E, hartree: -658.3222
HOMO energy (alpha / beta), eV: -16.5 / -16.5
Max |F|, hartree/bohr: 0.074
Charge: +1
LUMO (alpha / beta), eV: -8.76 / -8.73
ΔE to the lowest compared entry with this formula, charge and spin, kJ/mol: 375.3

Element x y z (Å)
S -1.041570 0.599384 0.860476
O -2.044789 -0.043811 -0.112257
O 0.959017 -0.495726 0.096097
N 2.722452 0.722132 -0.646349
N 1.870686 0.124976 -0.288471
H -2.465795 -0.906954 0.090504

Force components x, y, z for each atom (eV/Å):
S 0.2 -0.6 -0.2
O 0.1 0.4 -0.4
O -3.2 -1.7 1.3
N 0.9 0.5 -0.4
N 1.7 1.5 -0.8
H 0.2 0.0 0.4

---

(4)
This record from the OMol25 dataset describes a cluster of 5 separate species, CH12N2O5 in total. The level of theory is ωB97M-V with the def2-TZVPD basis set.

Computed properties:
E, hartree: -531.0455
HOMO energy, eV: -10.1
Max |F|, hartree/bohr: 0.026
Charge: 0
LUMO, eV: 0.70
ΔE to the lowest compared entry with this formula, charge and spin, kJ/mol: 40.1

Element x y z (Å)
O -1.746433 1.571560 -3.751666
O 4.830098 -3.138268 3.402791
O 1.267960 1.199206 0.790799
O 1.805345 -0.267647 -1.491026
O -1.601869 0.219904 -1.184219
N -3.189646 -0.382418 0.302061
N -1.581413 1.164004 0.881589
C -2.113508 0.370880 -0.078243
H -3.564171 -1.051978 -0.344759
H 5.695002 -3.370047 3.740804
H 2.433901 -0.164144 -2.208998
H -3.452831 -0.498643 1.261302
H 0.906487 -0.282893 -1.849382
H -1.607219 1.449624 -2.800887
H -0.866407 1.809220 0.587111
H 4.213840 -3.861937 3.291948
H 1.446052 0.610836 0.045868
H 1.798054 1.064445 1.571544
H -2.128374 1.459259 1.676730
H -2.544876 2.099037 -3.843370

Force components x, y, z for each atom (eV/Å):
O 0.1 0.2 -0.1
O -0.3 1.2 -0.3
O -0.8 1.1 0.0
O -0.2 -0.2 0.2
O 0.0 0.4 -0.2
N -0.5 0.1 0.1
N -0.5 0.7 0.2
C 0.4 -1.0 0.1
H 0.2 0.1 -0.1
H -0.2 -0.7 0.0
H -0.2 0.1 -0.1
H 0.1 0.1 0.1
H 0.2 0.0 -0.2
H -0.2 -0.2 0.0
H 0.3 -0.3 0.1
H 0.5 -0.5 0.2
H 0.7 -0.3 0.3
H 0.4 -0.5 -0.2
H 0.0 -0.2 -0.2
H 0.1 0.0 0.1

---

(5)
This record from the OMol25 dataset describes a structure of composition CH5F2N2O2PS. The level of theory is ωB97M-V with the def2-TZVPD basis set.

Computed properties:
E, hartree: -1240.4037
HOMO energy, eV: -10.6
Max |F|, hartree/bohr: 0.069
Charge: 0
LUMO, eV: 0.36
ΔE to the lowest compared entry with this formula, charge and spin, kJ/mol: 39.0

Element x y z (Å)
S -0.067823 1.217350 -0.732380
P 1.035496 -1.186771 0.277588
F 0.616357 -0.337721 1.609668
F 2.527270 -0.690186 0.227761
O 0.954893 1.688321 0.101417
O -0.261469 1.763794 -2.011251
N 0.342946 -0.384400 -1.089704
N 0.747549 -2.713041 0.374966
C -1.500934 1.137975 0.316056
H -1.319022 1.879643 1.072328
H -0.392592 -0.616052 -1.737349
H -2.486829 1.291299 -0.097999
H -1.393267 0.009939 0.519492
H 1.197426 -3.060150 1.169406

Force components x, y, z for each atom (eV/Å):
S 0.2 0.0 -0.5
P -0.3 -0.7 0.4
F 0.5 -1.2 -1.8
F -1.1 -0.2 -0.1
O 1.5 1.0 1.1
O -1.0 0.9 -1.5
N 0.3 0.7 2.5
N -0.6 2.9 -2.0
C 0.1 -2.4 -0.7
H 0.2 -0.3 0.7
H 0.1 -1.6 -0.1
H 0.1 0.1 -0.7
H -0.8 2.0 1.0
H 0.8 -1.1 1.6

---

(6)
This record from the OMol25 dataset describes a cluster of 2 separate species, C3H8NS in total. The level of theory is ωB97M-V with the def2-TZVPD basis set.

Computed properties:
E, hartree: -572.0107
HOMO energy, eV: -2.4
Max |F|, hartree/bohr: 0.060
Charge: -1
LUMO, eV: 4.03
ΔE to the lowest compared entry with this formula, charge and spin, kJ/mol: 177.3

Element x y z (Å)
S -2.369466 -0.991659 -0.473809
N 2.167439 -0.229414 -0.401399
C 1.777928 -0.768318 -1.519817
C -2.093133 -0.067262 1.082685
C 1.077391 0.624945 0.101987
H 0.159545 0.140493 0.422927
H -1.448020 -0.668908 1.828444
H -3.057417 0.261577 1.627994
H 0.753204 -0.467449 -1.871122
H 0.779314 1.361254 -0.684315
H 1.411848 1.261546 0.975740
H -1.630305 0.991588 0.872725
H 2.471676 -1.448393 -1.962034

Force components x, y, z for each atom (eV/Å):
S 0.1 0.2 0.3
N -1.6 -0.9 -1.7
C -0.1 1.8 2.5
C -0.2 1.5 1.0
C 0.6 2.3 0.8
H 0.3 -0.6 -0.3
H -0.9 1.1 -1.0
H 1.2 -0.9 -0.7
H 1.0 -0.9 -0.3
H 0.1 -0.5 0.5
H -0.1 -0.8 -0.8
H -0.4 -1.9 0.5
H 0.1 -0.5 -0.7